Record 1
Computed, not measured: a molecular structure, C27H43BrMgN2P2 at a distorted geometry, with ωB97M-V/def2-TZVPD.

As for the maximum force: 0.0820 Eh/bohr. Its HOMO energy (spin up / spin down) is -11.833 / -11.649 eV. The charge is +2. As for the total energy: -125722.8096 eV. As for the relative energy (zero: lowest compared OMol25 entry of this formula, charge and spin): 264.2 kJ/mol.

XYZ file:
```
76
Properties=species:S:1:pos:R:3:forces:R:3
N -7.23289 5.72679 -6.89849 2.306 -2.094 2.845
C -6.85969 6.31382 -5.76209 -0.362 1.179 0.365
C -6.09145 5.64563 -4.78219 -0.649 -0.308 -1.191
C -5.68772 4.31669 -5.00612 0.216 -0.031 -0.115
C -6.09237 3.71407 -6.21276 -0.414 1.424 -0.071
C -6.87089 4.47043 -7.12907 -0.178 -0.725 -1.035
C -4.87845 3.61298 -3.97087 0.313 -0.253 -0.274
Mg 0.02741 0.01705 0.02108 -0.214 0.547 -0.288
P 6.18891 -0.93820 -1.05676 -0.260 0.113 -0.118
C -3.68008 3.02081 -4.18444 -0.946 0.367 -0.345
C -2.86323 2.33784 -3.18742 0.648 -0.553 0.956
C -1.75006 1.57910 -3.61776 0.304 -0.234 0.230
C -0.91811 0.90125 -2.69607 -1.399 1.240 -1.785
C -1.22114 0.99840 -1.36146 2.458 -0.649 1.967
C -2.27606 1.70614 -0.87686 -2.335 1.834 -1.624
C -3.12229 2.39134 -1.79878 0.503 -0.531 0.360
Br 1.65393 -1.31585 1.62578 2.486 -0.877 -0.335
H -5.32253 3.61536 -2.97567 0.132 0.126 -0.143
H -3.25074 3.04194 -5.19064 -0.169 0.007 0.173
H -5.80871 6.16862 -3.87536 -0.153 0.133 -0.204
H -5.83452 2.69160 -6.46234 -0.135 0.131 -0.086
H -7.16824 7.34191 -5.59687 0.013 -0.005 -0.044
H -7.18754 4.01319 -8.06215 -0.038 0.029 0.009
H -1.53036 1.52096 -4.68457 -0.058 0.065 0.154
H -3.96777 2.96132 -1.42142 0.111 -0.011 -0.058
H -0.07572 0.32916 -3.08542 -0.088 0.124 0.134
H -2.52253 1.78020 0.18246 0.122 0.006 -0.162
P -0.47859 -2.08848 -1.03862 -0.283 -0.123 0.237
C 5.61642 0.83794 -0.92510 0.258 -0.051 -0.072
C 6.67945 1.86065 -1.37929 -0.347 -0.059 0.044
H 5.30224 1.03790 0.10656 0.162 -0.103 -0.096
H 4.72906 0.91393 -1.56186 -0.111 0.145 0.163
H 6.49675 2.83266 -0.91145 0.026 -0.085 -0.144
H 7.68596 1.54311 -1.10889 -0.016 -0.007 0.032
H 6.64537 1.99820 -2.46369 0.095 -0.027 0.116
C 5.34152 -1.36178 -2.67239 0.334 -0.096 0.065
C 5.98900 -2.52832 -3.44499 -0.280 0.227 0.029
H 5.38482 -0.44731 -3.27680 0.012 -0.132 0.074
H 4.28496 -1.57300 -2.46838 -0.012 0.100 -0.074
H 5.70002 -2.48818 -4.50116 0.050 -0.061 0.167
H 7.07761 -2.48335 -3.38963 -0.061 0.007 -0.016
H 5.66507 -3.49420 -3.05303 0.097 0.021 0.042
C 5.03759 -1.72204 0.18752 0.134 -0.198 0.094
C 5.71570 -2.09936 1.52251 -0.262 0.089 -0.124
H 4.55991 -2.59952 -0.26877 0.212 0.088 0.000
H 4.25310 -0.98308 0.37517 -0.257 -0.019 -0.012
H 5.14852 -2.88626 2.03195 0.096 0.139 -0.011
H 6.73525 -2.46093 1.37554 -0.106 0.003 -0.040
H 5.75920 -1.23262 2.19022 0.092 -0.122 -0.085
C -0.39881 -3.43077 0.20467 -0.259 -0.261 0.508
C -1.54674 -4.44206 0.25905 0.057 -0.235 -0.053
H -0.32234 -2.91805 1.18588 -0.119 -0.500 -0.572
H 0.56838 -3.93115 0.05248 -0.167 0.073 0.089
H -2.46998 -3.97572 0.61596 0.123 -0.049 -0.132
H -1.74349 -4.90215 -0.71541 0.021 0.056 0.156
H -1.29976 -5.24965 0.96089 -0.064 0.198 -0.187
C 0.65097 -2.54212 -2.41202 0.383 -0.247 -0.382
C 0.09295 -2.52872 -3.85275 0.125 -0.150 0.070
H 1.00722 -3.54825 -2.16162 0.066 0.113 -0.174
H 1.54110 -1.88507 -2.33948 -0.475 -0.257 -0.012
H -0.38164 -3.48574 -4.09626 0.005 0.236 0.081
H -0.63831 -1.73441 -4.01646 0.140 -0.073 -0.021
H 0.91005 -2.38103 -4.56795 -0.155 -0.056 0.168
C -2.17484 -1.97096 -1.70754 -0.323 -0.098 -0.243
C -3.31185 -1.45334 -0.78478 -0.033 -0.475 -0.187
H -2.39590 -2.97386 -2.04776 -0.354 -0.262 -0.297
H -2.09098 -1.33621 -2.60052 -0.063 -0.228 0.362
H -4.06321 -0.88342 -1.36024 0.451 -0.257 0.204
H -3.84465 -2.28659 -0.29552 0.308 0.315 -0.189
H -2.92954 -0.79628 -0.00973 -0.020 0.124 0.141
C 0.00256 -0.00192 4.71036 -0.020 0.025 2.801
C -0.03968 0.02897 3.30629 -0.657 0.587 -3.375
N -0.10942 0.09060 2.13316 -1.050 0.688 3.312
H -0.89377 0.51631 5.13710 0.583 -0.346 -0.490
H 0.89577 0.51671 5.13941 -0.550 -0.327 -0.647
H 0.00040 -1.03433 5.13855 -0.002 0.616 -0.638
```
Forces are in eV/Å.

Charges obtained by Löwdin population analysis, quoted in units of e: N 0.2774; C -0.0192; C 0.0465; C -0.1685; C 0.0535; C -0.0199; C -0.0399; Mg 0.4895; P 0.9819; C -0.0217; C -0.2209; C -0.0152; C -0.1553; C -0.3014; C -0.1481; C -0.0044; Br 0.6307; H 0.1175; H 0.1271; H 0.1401; H 0.1379; H 0.1506; H 0.1508; H 0.1128; H 0.1025; H 0.0902; H 0.0953; P 0.8651; C -0.4416; C -0.1645; H 0.0663; H 0.0593; H 0.0667; H 0.0581; H 0.0665; C -0.4374; C -0.1655; H 0.0686; H 0.0514; H 0.0677; H 0.0612; H 0.0633; C -0.4716; C -0.1681; H 0.0680; H -0.0025; H 0.0619; H 0.0615; H 0.0674; C -0.4435; C -0.1300; H 0.0015; H 0.0798; H 0.0652; H 0.0776; H 0.0831; C -0.3666; C -0.1271; H 0.0806; H 0.0677; H 0.0837; H 0.0438; H 0.0816; C -0.3751; C -0.1115; H 0.0772; H 0.0573; H 0.0865; H 0.0728; H 0.0412; C -0.0146; C -0.2429; N -0.0747; H 0.1318; H 0.1325; H 0.1303

***

Record 2
Computed, not measured: C17H21N3O4S in the gas phase at a distorted geometry, with ωB97M-V/def2-TZVPD.

As for the maximum force: 0.0212 Eh/bohr. Its HOMO energy is -9.370 eV. Its SMILES is Cc1cc(C)n(C(=O)c2ccc(S(=O)(=O)NC[C@@H]3CCCO3)cc2)n1. As for the total energy: -41464.8321 eV. As for the relative energy (zero: lowest compared OMol25 entry of this formula, charge and spin): 275.1 kJ/mol.

XYZ file:
```
46
Properties=species:S:1:pos:R:3:forces:R:3
C -5.11262 -2.68408 -1.22174 0.074 -0.024 0.006
C -4.71660 -1.41289 -0.56849 0.124 0.459 0.208
C -5.54884 -0.29999 -0.26662 0.345 0.160 0.159
C -4.73969 0.62100 0.33284 -0.146 -0.095 -0.121
C -5.04651 1.96762 0.86254 -0.028 0.162 0.102
N -3.47629 0.05588 0.36578 -1.047 0.249 -0.175
C -2.33066 0.58771 0.93426 0.430 0.106 0.193
O -2.34021 1.64152 1.52737 -0.043 -0.176 -0.054
C -1.09995 -0.23808 0.78563 0.408 -0.037 0.090
C -0.25914 -0.33456 1.89329 -0.176 0.053 -0.181
C 0.91591 -1.05980 1.81090 0.075 -0.079 0.102
C 1.25027 -1.66207 0.61358 0.432 -0.365 0.155
S 2.79918 -2.55926 0.46927 0.255 0.087 -0.572
O 2.58706 -3.68580 -0.38828 -0.211 0.215 -0.158
O 3.34996 -2.74746 1.77466 -0.107 0.350 0.133
N 3.82020 -1.54696 -0.36512 -0.547 -0.733 0.311
C 4.31627 -0.35492 0.26914 0.031 0.726 0.511
C 3.41350 0.88221 0.10140 -0.160 -0.460 -0.091
C 3.23793 1.29033 -1.37483 -0.043 0.068 0.211
C 3.43810 2.80599 -1.34261 0.115 -0.054 0.224
C 4.40859 2.94945 -0.17275 0.050 0.228 -0.243
O 3.98473 1.99245 0.77753 0.061 -0.119 0.163
C 0.43522 -1.56225 -0.49731 -0.057 0.031 -0.147
C -0.74822 -0.84939 -0.41500 0.215 0.042 0.015
N -3.48774 -1.18110 -0.18501 0.177 -0.902 -0.202
H -4.25009 -3.33934 -1.29841 0.007 -0.090 -0.036
H -5.89017 -3.17697 -0.64032 -0.032 -0.080 -0.011
H -5.50912 -2.48789 -2.21699 -0.020 -0.055 -0.057
H -6.59670 -0.21049 -0.46787 -0.236 0.113 -0.004
H -4.41540 2.71934 0.39084 -0.034 0.061 0.042
H -6.09158 2.20207 0.67725 -0.042 -0.005 -0.023
H -4.84929 2.01025 1.93280 -0.023 0.082 -0.007
H -0.54118 0.15855 2.81110 -0.006 0.045 0.073
H 1.58061 -1.16926 2.65302 0.018 0.029 0.151
H 3.57658 -1.46392 -1.33822 -0.100 -0.147 -0.225
H 4.41660 -0.59494 1.32867 0.169 0.167 -0.022
H 5.31115 -0.12588 -0.12769 -0.055 -0.024 0.070
H 2.44194 0.68554 0.57258 0.170 0.050 -0.128
H 2.26215 1.00381 -1.76230 0.004 -0.054 -0.066
H 4.01336 0.82421 -1.98573 0.025 -0.039 -0.092
H 3.83763 3.20448 -2.27183 -0.021 0.046 -0.056
H 2.49936 3.30837 -1.10913 -0.004 0.045 -0.020
H 4.37929 3.92717 0.30907 0.054 -0.025 -0.057
H 5.43873 2.73901 -0.49569 -0.056 0.063 0.017
H 0.72860 -2.06243 -1.40702 -0.054 -0.034 -0.168
H -1.39294 -0.76723 -1.27458 0.010 -0.039 -0.023
```
Forces are in eV/Å.

Charges obtained by Löwdin population analysis, quoted in units of e: C -0.0285; C -0.3296; C 0.0302; C -0.2269; C -0.0228; N -0.0050; C -0.3364; O 0.1190; C -0.1240; C 0.0108; C -0.0504; C -0.2770; S 0.6407; O -0.2836; O -0.2772; N -0.1190; C -0.1766; C -0.3176; C -0.1273; C -0.1481; C -0.1999; O -0.0930; C -0.0468; C -0.0130; N 0.1260; H 0.0786; H 0.0814; H 0.0808; H 0.1112; H 0.0878; H 0.0835; H 0.0875; H 0.1250; H 0.1192; H 0.1065; H 0.1219; H 0.1333; H 0.1332; H 0.1111; H 0.1146; H 0.1114; H 0.1160; H 0.1226; H 0.1225; H 0.1170; H 0.1107

***

Record 3
Computed, not measured: C3H4N2O in the gas phase, with ωB97M-V/def2-TZVPD.

As for the maximum force: 0.0101 Eh/bohr. Its HOMO energy is -8.904 eV. As for the total energy: -8200.4406 eV. As for the relative energy (zero: lowest compared OMol25 entry of this formula, charge and spin): 332.4 kJ/mol.

XYZ file:
```
10
Properties=species:S:1:pos:R:3:forces:R:3
N 1.61520 -0.06898 -0.18653 -0.088 0.067 -0.063
C 0.47344 0.39537 -0.60406 0.409 0.098 0.058
C -0.37844 1.15839 0.28324 -0.001 -0.093 -0.029
N -1.33898 0.39303 0.66347 0.263 0.070 -0.137
C -1.35202 -0.83183 -0.06513 -0.161 -0.414 0.141
O -1.02681 -1.91344 0.36379 -0.342 0.393 0.020
H 1.99073 -0.89368 -0.64009 0.229 0.390 -0.202
H 2.11820 0.23966 0.64246 -0.281 -0.197 0.143
H -0.30325 2.20001 0.60873 0.018 -0.213 -0.080
H -1.79806 -0.67854 -1.06588 -0.047 -0.101 0.150
```
Forces are in eV/Å.

Charges obtained by Löwdin population analysis, quoted in units of e: N 0.1050; C -0.0940; C -0.1819; N 0.0921; C -0.4203; O 0.0240; H 0.1144; H 0.1210; H 0.1118; H 0.1279

***

Which formula does entry 2 have?
C17H21N3O4S

***

Copy entry 3 word for word.
Computed, not measured: C3H4N2O in the gas phase, with ωB97M-V/def2-TZVPD.

As for the maximum force: 0.0101 Eh/bohr. Its HOMO energy is -8.904 eV. As for the total energy: -8200.4406 eV. As for the relative energy (zero: lowest compared OMol25 entry of this formula, charge and spin): 332.4 kJ/mol.

XYZ file:
```
10
Properties=species:S:1:pos:R:3:forces:R:3
N 1.61520 -0.06898 -0.18653 -0.088 0.067 -0.063
C 0.47344 0.39537 -0.60406 0.409 0.098 0.058
C -0.37844 1.15839 0.28324 -0.001 -0.093 -0.029
N -1.33898 0.39303 0.66347 0.263 0.070 -0.137
C -1.35202 -0.83183 -0.06513 -0.161 -0.414 0.141
O -1.02681 -1.91344 0.36379 -0.342 0.393 0.020
H 1.99073 -0.89368 -0.64009 0.229 0.390 -0.202
H 2.11820 0.23966 0.64246 -0.281 -0.197 0.143
H -0.30325 2.20001 0.60873 0.018 -0.213 -0.080
H -1.79806 -0.67854 -1.06588 -0.047 -0.101 0.150
```
Forces are in eV/Å.

Charges obtained by Löwdin population analysis, quoted in units of e: N 0.1050; C -0.0940; C -0.1819; N 0.0921; C -0.4203; O 0.0240; H 0.1144; H 0.1210; H 0.1118; H 0.1279